Molecular formula: C54H140N8O17
Method: DFT, ωB97M-V/def2-TZVPD

Geometry as XYZ:
```
219
Properties=species:S:1:pos:R:3:mulliken_charge:R:1
C -30.272 -11.128 10.950 -0.38
O -28.925 -11.338 10.516 -0.51
C -28.297 -10.064 10.531 1.08
C -26.861 -10.414 9.956 0.16
C -26.964 -10.939 8.556 -1.48
N -26.027 -11.228 10.843 -0.44
H -30.322 -11.182 12.039 -0.12
H -30.930 -11.962 10.681 0.38
H -30.568 -10.162 10.510 0.22
H -28.764 -9.343 9.920 -0.09
H -28.310 -9.741 11.615 -0.48
H -26.246 -9.500 9.859 0.24
H -25.941 -11.061 8.206 0.43
H -27.503 -10.156 7.983 0.28
H -27.576 -11.864 8.603 0.25
H -25.742 -10.637 11.617 0.06
H -26.611 -11.979 11.214 0.32
C -29.071 -6.175 16.865 -1.15
O -29.177 -5.420 15.771 0.13
C -28.982 -4.042 15.941 -0.44
C -29.675 -3.288 14.805 0.88
C -29.315 -1.850 14.911 -1.34
N -31.137 -3.568 14.785 -0.79
H -29.671 -5.775 17.739 0.37
H -28.064 -6.259 17.196 0.55
H -29.342 -7.200 16.646 0.10
H -29.373 -3.722 16.926 0.48
H -27.917 -3.760 15.879 -0.34
H -29.197 -3.665 13.892 0.03
H -29.678 -1.310 15.790 0.34
H -29.715 -1.377 13.981 0.35
H -28.216 -1.744 14.933 0.29
H -31.269 -4.471 15.179 0.27
H -31.455 -3.621 13.823 0.32
C -22.543 -12.096 18.657 -0.23
O -23.142 -12.381 19.862 -0.34
C -23.034 -11.461 20.947 -0.39
C -24.213 -11.740 21.837 0.75
C -24.156 -11.276 23.260 -1.33
N -24.573 -13.174 21.754 -0.62
H -22.968 -11.189 18.272 0.02
H -22.846 -12.894 18.021 0.00
H -21.443 -11.937 18.806 0.35
H -22.021 -11.562 21.376 0.35
H -23.034 -10.426 20.503 -0.02
H -24.932 -11.216 21.241 0.03
H -25.226 -11.106 23.564 0.26
H -23.677 -10.310 23.241 0.31
H -23.580 -11.986 23.843 0.49
H -24.609 -13.631 20.871 0.18
H -24.228 -13.757 22.495 0.20
C -21.142 -3.931 18.384 -1.17
O -21.912 -5.021 17.974 0.25
C -21.033 -6.119 17.632 -1.28
C -21.901 -7.283 17.133 0.83
N -22.500 -6.980 15.848 1.56
C -21.564 -7.087 14.769 1.43
C -22.056 -6.492 13.565 -1.62
O -23.155 -7.251 12.966 0.20
C -23.940 -6.426 12.090 -0.89
H -20.609 -4.185 19.288 0.42
H -21.826 -3.080 18.625 0.21
H -20.368 -3.590 17.673 0.35
H -20.478 -6.459 18.490 0.60
H -20.326 -5.853 16.838 0.19
H -22.642 -7.447 17.902 -0.54
H -21.208 -8.124 17.207 0.13
H -23.223 -7.702 15.714 -0.98
H -21.242 -8.115 14.541 -1.49
H -20.616 -6.545 14.907 0.30
H -21.293 -6.534 12.843 0.67
H -22.404 -5.502 13.746 -0.05
H -24.727 -5.797 12.530 0.17
H -24.559 -7.009 11.403 0.13
H -23.277 -5.805 11.455 0.36
C -22.325 -11.389 11.617 -0.31
O -20.938 -11.197 11.662 -0.47
C -20.600 -9.801 11.591 0.46
C -19.210 -9.543 12.023 -0.25
N -18.956 -8.079 12.191 -0.02
C -17.614 -7.807 12.662 -1.02
C -17.497 -8.252 14.147 0.41
O -16.259 -7.737 14.657 -0.44
C -16.459 -7.499 16.039 -0.73
H -22.787 -11.217 10.625 0.36
H -22.864 -10.654 12.299 -0.18
H -22.551 -12.393 11.967 0.34
H -21.299 -9.239 12.166 -0.44
H -20.685 -9.532 10.509 0.51
H -18.511 -9.979 11.286 0.42
H -19.044 -10.068 12.963 -0.40
H -19.171 -7.526 11.373 0.29
H -17.383 -6.729 12.611 0.39
H -16.778 -8.192 12.113 0.30
H -17.496 -9.358 14.175 0.16
H -18.356 -7.886 14.712 -0.08
H -16.920 -8.307 16.544 0.32
H -17.009 -6.573 16.155 0.27
H -15.446 -7.364 16.363 0.32
C -25.897 -14.119 17.332 -0.31
O -24.771 -14.095 16.476 -0.18
C -24.978 -13.715 15.125 0.28
C -23.642 -13.747 14.351 0.51
N -23.099 -15.036 14.244 -0.07
C -22.560 -15.635 15.503 0.32
C -21.611 -16.724 15.214 -0.86
O -22.208 -17.799 14.622 -0.31
C -21.315 -18.868 14.269 -0.69
H -26.445 -13.161 17.278 -0.13
H -25.558 -14.306 18.343 0.13
H -26.598 -14.876 17.056 0.34
H -25.542 -12.740 15.126 -0.44
H -25.714 -14.421 14.791 0.55
H -22.876 -13.172 14.840 -1.06
H -23.731 -13.232 13.400 -0.21
H -23.710 -15.695 13.793 0.45
H -23.348 -16.064 16.243 0.07
H -22.051 -14.894 16.142 -0.10
H -21.260 -16.968 16.231 0.36
H -20.679 -16.425 14.625 0.38
H -21.790 -19.562 13.568 0.24
H -20.957 -19.318 15.224 0.29
H -20.398 -18.437 13.764 0.28
C -24.850 -0.533 17.430 -0.90
O -24.988 -1.525 16.429 -0.35
C -24.503 -2.779 16.788 -0.41
C -24.527 -3.576 15.469 -0.26
N -23.620 -3.186 14.408 -0.22
C -22.266 -2.740 14.763 0.34
C -21.681 -2.154 13.522 -1.10
O -22.190 -0.812 13.285 -0.30
C -21.730 -0.179 12.076 -0.73
H -23.827 -0.509 17.809 0.30
H -25.545 -0.727 18.228 0.33
H -25.262 0.364 16.934 0.27
H -25.215 -3.274 17.467 0.73
H -23.454 -2.901 17.171 -0.15
H -25.569 -3.680 15.036 0.40
H -24.289 -4.616 15.806 -0.27
H -24.025 -2.454 13.920 0.37
H -21.616 -3.646 15.082 -0.25
H -22.310 -1.948 15.579 0.39
H -21.942 -2.784 12.681 0.35
H -20.625 -2.063 13.624 0.61
H -22.125 -0.841 11.221 0.29
H -20.656 -0.129 12.025 0.28
H -22.229 0.776 12.112 0.22
C -34.248 -9.658 11.778 -0.51
O -33.977 -8.708 12.768 -0.40
C -33.093 -9.188 13.756 0.29
C -32.545 -7.970 14.495 -1.09
N -31.695 -7.151 13.610 -0.36
C -30.403 -7.788 13.374 1.93
C -29.649 -7.340 12.155 -0.95
O -30.311 -7.761 10.989 -0.16
C -30.051 -6.915 9.866 -0.90
H -34.791 -9.194 10.964 0.27
H -34.874 -10.511 12.125 0.31
H -33.311 -9.987 11.349 0.06
H -32.279 -9.644 13.298 -0.36
H -33.622 -9.914 14.426 0.51
H -31.943 -8.283 15.313 0.42
H -33.389 -7.422 14.953 0.42
H -32.211 -7.020 12.746 0.41
H -30.542 -8.888 13.427 -0.59
H -29.679 -7.530 14.265 -1.08
H -28.641 -7.713 12.116 0.16
H -29.563 -6.258 12.115 0.74
H -29.167 -6.215 9.974 0.33
H -30.946 -6.296 9.722 0.27
H -29.881 -7.584 9.040 0.28
C -28.786 -12.116 14.329 -0.13
C -29.403 -12.069 15.735 0.18
C -28.582 -11.230 16.707 -0.30
O -30.698 -11.422 15.685 -0.56
H -28.708 -11.103 14.016 -0.25
H -29.433 -12.692 13.615 0.56
H -27.762 -12.498 14.231 -0.21
H -29.586 -13.084 16.087 0.37
H -28.596 -10.239 16.247 -0.25
H -27.530 -11.519 16.711 -0.25
H -29.069 -11.179 17.679 0.48
H -31.278 -11.961 15.137 0.32
C -25.743 -9.029 16.711 -1.23
C -25.729 -9.144 15.207 1.28
C -26.273 -7.939 14.530 0.16
O -24.332 -9.341 14.806 1.48
H -26.703 -9.168 17.193 0.58
H -25.227 -8.101 16.913 0.30
H -25.077 -9.855 17.058 -0.27
H -26.292 -10.043 15.018 -0.29
H -27.312 -7.633 14.729 -0.51
H -26.129 -8.134 13.456 0.21
H -25.597 -7.059 14.749 -0.48
H -24.173 -8.805 13.970 -0.66
C -21.763 -10.798 15.438 0.69
C -20.794 -11.871 15.838 0.85
C -20.232 -12.640 14.703 -0.73
O -19.846 -11.189 16.657 -0.60
H -22.025 -10.244 16.340 -0.67
H -22.676 -11.126 14.975 0.33
H -21.264 -10.119 14.757 -0.34
H -21.279 -12.632 16.471 -0.60
H -19.645 -13.585 14.964 0.48
H -19.690 -11.991 13.971 -0.05
H -21.039 -13.026 14.100 0.00
H -19.184 -11.833 16.924 0.40
C -26.069 -6.784 19.655 -1.32
C -24.899 -7.556 20.197 1.93
C -23.848 -6.655 20.846 -1.34
O -25.392 -8.586 21.129 -0.48
H -26.718 -6.291 20.418 0.42
H -26.659 -7.565 19.143 0.31
H -25.790 -6.016 18.999 0.14
H -24.369 -8.076 19.410 -0.76
H -23.617 -5.815 20.160 0.07
H -22.916 -7.212 21.116 0.32
H -24.366 -6.156 21.671 0.43
H -26.316 -8.588 21.072 0.27
```

Values from the calculation:
frontier orbital gap = 8.61 eV
total charge = 0
relative energy (zero: lowest compared OMol25 entry of this formula, charge and spin) = 206.2 kJ/mol
E_LUMO = 0.39 eV
E = -104984.6611 eV